# 1
66
Properties=species:S:1:pos:R:3:forces:R:3:mulliken_spin:R:1 method="wB97M-V/def2-TZVPD" e_tot_ha=-1674.90690 e_above_lowest_kcal_mol=0.00 e_homo_ev="-11.923 / -12.010" charge=+1 spin_multiplicity=3 lumo_energy_ev="-4.8 / -5.1"
C 2.204689 -0.196324 1.269947 0.7716 0.1500 -0.4368 0.034
C 2.238000 -0.923844 0.027227 0.6337 0.3696 0.2739 -0.048
C 1.875809 -0.006257 -1.021757 -0.0942 0.1265 -0.5390 0.014
H 2.556452 -1.982557 -0.090596 -0.3808 1.1003 0.0920 -0.005
C 1.654814 1.298814 -0.428800 -0.7116 -0.1478 -0.1473 0.087
C 1.846230 1.176500 0.984543 0.1139 -0.4568 -0.3267 -0.089
H 1.333391 2.220402 -0.964055 0.4502 -0.9756 0.4987 0.066
C -1.277326 -1.771163 1.647097 0.1308 -0.9169 -0.1750 -0.033
C -0.119420 -2.473108 1.137010 -0.7270 -0.5462 0.3823 -0.006
C -0.214420 -2.504094 -0.300086 -0.6887 0.0813 -0.2022 -0.023
H 0.647461 -2.999815 1.738167 -0.6716 0.8137 -0.4225 -0.004
C -1.418004 -1.791065 -0.668923 -0.4128 -0.3800 -0.1470 0.222
C -2.078461 -1.330629 0.548188 0.7343 0.3122 -0.7883 0.014
H 1.856555 -0.235356 -2.102994 0.0202 0.2443 0.7485 -0.013
H 1.726763 1.991263 1.733599 -0.0078 -0.9302 -0.7579 0.006
H 2.495794 -0.611869 2.253986 -0.5727 0.3519 -0.8776 0.008
H -3.009579 -0.711148 0.603195 1.0903 -0.8036 -0.0526 0.033
H 0.478393 -3.020502 -1.003912 -0.7689 0.5921 0.7835 -0.002
H -1.546461 -1.626862 2.706016 0.4623 -0.0492 -0.8625 -0.003
W 0.055484 -0.340241 0.329277 1.0591 0.8887 4.7940 1.735
C -1.964791 -1.594205 -2.077265 0.3044 0.6766 -0.0447 -0.235
C -3.480318 -1.850890 -2.052638 0.2432 -0.2040 0.0159 0.007
C -1.253134 -2.535993 -3.068657 -0.2192 0.1106 0.2660 0.010
H -3.645422 -2.876328 -1.690359 -0.1567 0.2936 -0.1014 -0.001
H -3.874685 -1.729747 -3.066308 -0.0310 -0.0678 0.3813 0.000
H -3.974606 -1.140946 -1.374264 -0.0168 -0.2319 -0.2849 0.001
H -1.457811 -3.576794 -2.771637 0.1360 0.2663 -0.2679 -0.001
H -0.161121 -2.368518 -3.073277 -0.3896 -0.0455 -0.1000 -0.002
H -1.654324 -2.353120 -4.074938 0.1813 -0.1538 0.2718 0.001
C -1.639806 -0.112266 -2.430745 -0.2044 -0.0382 -0.3230 0.219
C -2.199991 0.393588 -3.772290 -0.1401 0.1979 -0.9582 0.012
H -0.530942 0.001690 -2.474095 -0.6755 -0.0495 0.0700 -0.063
H -2.036859 0.575742 -1.648280 0.2233 -0.3689 -0.3650 0.012
O -3.105683 -0.126799 -4.422262 1.0258 0.3821 0.9671 0.007
N -1.576622 1.527881 -4.235708 0.0385 0.1561 0.3459 0.000
C -0.398197 2.199260 -3.669326 -0.2942 -0.2722 -0.1642 -0.001
H -1.919079 1.863852 -5.131821 0.0448 -0.1553 0.2939 0.001
C 0.925385 1.600168 -4.140622 0.1362 -0.1667 -0.1488 -0.002
C 2.110417 2.238511 -3.738522 -0.0019 -0.4149 -0.2011 0.001
H 2.039533 3.128971 -3.097494 0.1553 -0.3210 -0.3748 0.000
C 3.351833 1.736553 -4.145098 -0.2053 -0.0702 -0.0022 0.000
H 4.265270 2.248553 -3.825210 -0.3175 -0.2597 -0.1902 0.000
C 3.416954 0.590500 -4.957813 -0.2869 0.0072 0.0856 0.000
H 4.390599 0.200178 -5.278512 -0.4735 0.1960 0.1401 0.000
C 2.233090 -0.051762 -5.357327 -0.1196 0.2398 0.2528 0.000
H 2.265144 -0.948122 -5.989117 0.0753 0.4458 0.2721 0.000
C 0.980017 0.450279 -4.951415 0.3795 0.2202 0.1866 -0.002
H 0.050937 -0.043614 -5.279086 0.5823 0.3045 0.1754 -0.001
H -0.431527 2.157636 -2.559412 -0.1576 0.1633 -0.6162 0.020
H -0.441611 3.264459 -3.963335 -0.0240 -0.4937 0.2064 0.001
O 0.833164 -1.373198 3.536282 -1.1550 2.0331 -1.2275 0.000
C 0.270631 -0.247098 3.569345 0.9633 -1.1020 1.8787 0.008
O -0.193570 0.544634 2.669912 0.0095 -1.2172 -3.3441 0.024
C 0.084700 0.351847 4.917793 -0.3043 0.4269 1.6816 -0.006
C -0.580298 1.579880 5.141440 0.3685 -0.4861 0.4463 0.003
C -0.756082 2.055358 6.446874 0.2353 -0.3219 0.7062 0.000
C -0.275277 1.310680 7.558212 0.2843 -0.8423 -2.3706 0.000
C 0.384132 0.078799 7.323207 -0.3434 0.7375 0.3746 0.000
C 0.554882 -0.384686 6.019929 -0.2005 0.4513 0.2015 -0.001
N -0.459095 1.793018 8.923874 -0.0437 0.2211 0.6210 0.000
O -1.048916 2.876890 9.042344 1.0068 -1.7931 0.4492 0.000
O 0.000463 1.063005 9.814882 -0.9936 1.6686 -0.9750 0.000
H -0.953886 2.156939 4.295197 0.0962 -0.1781 0.3135 -0.004
H -1.265208 3.001599 6.629629 0.1559 -0.2991 -0.0425 0.000
H 0.757245 -0.502765 8.168166 -0.1703 0.2597 -0.2785 0.000
H 1.058291 -1.335778 5.862614 -0.1512 0.2703 -0.0604 0.000


# 2
80
Properties=species:S:1:pos:R:3:forces:R:3:lowdin_charge:R:1 method="wB97M-V/def2-TZVPD" e_tot_ha=-2647.19746 e_above_lowest_kcal_mol=0.00 e_homo_ev=-8.282 lumo_energy_ev=-1.3
Sc 0.184543 -0.421271 -1.485790 0.2603 -0.1951 0.1808 0.813
O 1.488809 3.776307 -0.540700 -0.0341 -0.0106 -0.0216 0.055
C 0.710083 4.434688 -1.422653 0.0150 0.0083 0.0225 -0.252
C 0.682190 5.826848 -1.332808 0.0216 0.0298 0.0337 -0.009
C -0.088568 6.566760 -2.204212 0.0165 -0.0102 0.0185 -0.074
C -0.850786 5.939330 -3.189221 -0.0050 -0.0106 -0.0058 -0.088
C -0.823160 4.566107 -3.285387 -0.0130 0.0149 -0.0148 -0.027
C -0.050473 3.789959 -2.411871 0.0156 -0.0043 -0.1151 -0.077
C -0.050534 2.327613 -2.551344 -0.1375 0.0421 -0.1597 -0.379
O 0.545298 1.615792 -1.636593 0.0452 0.0148 0.0965 -0.209
N -0.655697 1.778337 -3.583267 0.0968 0.2008 0.0919 0.088
N -0.578385 0.426992 -3.454806 -0.0502 -0.1280 -0.1402 -0.066
C -1.004797 -0.313164 -4.402304 -0.0138 0.0717 0.1071 -0.036
C -0.913169 -1.757859 -4.194243 -0.0022 -0.0828 0.0153 -0.242
C -1.369721 -2.673228 -5.128432 0.0319 -0.0679 0.0935 -0.001
C -1.263682 -4.025525 -4.833201 -0.0255 0.0393 -0.0715 -0.040
C -0.709575 -4.412765 -3.627544 0.0136 -0.0592 0.0358 -0.032
C -0.268981 -3.431836 -2.751687 0.0067 0.0357 -0.0016 -0.097
N -0.363420 -2.135727 -3.026349 -0.0479 0.0033 0.0450 0.034
H 1.354943 2.820970 -0.706490 0.0197 -0.0040 0.0163 0.057
H 1.279389 6.298483 -0.562852 -0.0161 -0.0097 -0.0218 0.120
H -0.100555 7.646263 -2.118702 0.0060 -0.0112 0.0073 0.106
H -1.456502 6.523283 -3.868772 0.0070 -0.0113 0.0071 0.100
H -1.403188 4.052955 -4.039746 0.0097 -0.0037 0.0080 0.108
H -1.427335 0.103554 -5.310962 -0.0002 0.0371 -0.0097 0.136
H -1.800521 -2.331740 -6.059418 0.0021 0.0176 0.0056 0.119
H -1.612555 -4.767234 -5.539781 0.0027 0.0099 0.0039 0.115
H -0.613140 -5.455771 -3.362059 0.0050 0.0139 0.0097 0.113
H 0.177893 -3.684491 -1.797904 -0.0112 -0.0155 -0.0275 0.110
N 5.096915 -3.418529 1.257290 -0.1007 -0.0198 -0.1165 0.113
C 4.402746 -3.370589 0.332303 0.2029 0.1033 0.3644 -0.403
N 3.640713 -3.354559 -0.746581 -0.1561 -0.1312 -0.2771 0.099
C 2.734608 -2.494213 -0.926416 0.0783 0.1094 0.0657 -0.356
N 1.874265 -1.731589 -1.171979 -0.1791 0.0874 -0.2577 0.032
C -0.962188 0.924125 3.119410 -0.0348 0.0018 -0.0471 -0.157
C 0.510404 1.304225 2.981770 -0.0143 -0.0001 0.0809 -0.570
C 0.679190 2.803336 2.766298 0.0009 0.0388 -0.0164 -0.147
Sb 1.377735 0.175024 1.365072 0.0297 -0.1533 -0.0265 1.547
C 1.615071 -1.751026 2.332698 -0.0071 -0.0410 0.0359 -0.542
C 0.488757 -2.697289 1.920319 -0.0279 -0.0254 0.0071 -0.153
C 1.710713 -1.679256 3.853515 -0.0230 0.0126 0.0345 -0.138
C 3.415306 0.920791 1.400695 -0.0015 0.0446 0.0245 -0.554
C 4.185679 0.466201 0.162698 -0.0347 0.0062 0.0092 -0.149
C 4.177169 0.565204 2.672231 -0.0347 -0.0036 0.0526 -0.142
H -1.423645 1.460108 3.954823 0.0185 0.0069 0.0018 0.082
H -1.100654 -0.146205 3.294050 0.0368 0.0373 -0.0076 0.045
H -1.515987 1.179244 2.210689 0.0194 -0.0329 0.0263 0.066
H 1.046501 1.004775 3.886565 0.0052 0.0168 -0.0322 0.076
H 0.209297 3.130597 1.835752 -0.0130 0.0016 0.0054 0.067
H 1.727048 3.105100 2.723490 0.0002 -0.0229 0.0050 0.065
H 0.209709 3.357121 3.585607 0.0025 -0.0081 -0.0144 0.079
H 2.562770 -2.134538 1.943536 0.0246 0.0190 -0.0045 0.056
H -0.480734 -2.344741 2.281788 0.0196 0.0053 -0.0039 0.052
H 0.659452 -3.692049 2.344282 0.0074 0.0117 0.0003 0.083
H 0.400406 -2.800558 0.838018 0.0229 0.0061 0.0072 0.034
H 0.776865 -1.315905 4.291473 0.0173 -0.0135 -0.0070 0.067
H 2.517850 -1.036233 4.203760 -0.0138 -0.0059 -0.0357 0.055
H 1.890250 -2.680242 4.257636 -0.0052 0.0120 -0.0062 0.083
H 3.285799 2.006218 1.350560 -0.0142 0.0084 -0.0154 0.071
H 4.388394 -0.606122 0.200143 0.0080 -0.0111 0.0006 0.051
H 5.154190 0.971182 0.112441 0.0029 0.0023 0.0244 0.082
H 3.651174 0.679066 -0.764990 -0.0112 0.0051 -0.0066 0.058
H 4.318657 -0.514896 2.753735 0.0098 0.0023 0.0046 0.067
H 3.671264 0.914391 3.576001 -0.0018 0.0022 -0.0405 0.065
H 5.173032 1.018536 2.657605 -0.0107 0.0071 -0.0213 0.080
C -3.535182 -2.118033 2.224772 -0.0063 -0.0020 0.0062 -0.052
C -3.902491 -1.378695 0.930272 -0.0209 0.0223 0.0595 -0.633
C -4.820381 -2.259966 0.073294 -0.0142 -0.0117 0.0051 -0.056
C -4.618877 -0.065627 1.275993 -0.0071 0.0008 -0.0064 -0.048
C -2.673105 -1.078863 0.182016 0.0292 -0.0180 -0.0489 -0.150
C -1.651307 -0.838590 -0.437327 -0.0167 0.0366 -0.0110 -0.102
H -4.440747 -2.361479 2.785837 0.0128 0.0026 -0.0103 0.086
H -2.896194 -1.496119 2.854420 -0.0339 -0.0246 -0.0177 0.065
H -3.001749 -3.043993 2.004472 -0.0146 0.0034 0.0026 0.085
H -5.738582 -2.485207 0.621509 0.0163 0.0028 -0.0100 0.083
H -4.327298 -3.199991 -0.178671 -0.0023 0.0093 0.0023 0.084
H -5.085770 -1.752426 -0.854921 0.0052 -0.0007 0.0080 0.084
H -5.532291 -0.275448 1.837859 0.0129 -0.0028 -0.0070 0.085
H -4.885510 0.479640 0.369772 0.0058 -0.0061 0.0077 0.087
H -3.977638 0.574461 1.883513 -0.0081 -0.0059 -0.0034 0.074